1.
76
Properties=species:S:1:pos:R:3 method="wB97M-V/def2-TZVPD" max_force_ha_per_bohr=0.0060 charge=-1 homo_lumo_gap_ev=6.65 e_lumo_ev=2.066 e_above_lowest_kcal_mol=3.8 e_homo_ev=-4.587
Ba -0.498 1.553 -1.228
S -4.291 -2.199 -1.249
C -2.809 -3.054 -1.210
C -1.741 -2.206 -1.148
C -2.053 -0.803 -1.125
C -3.416 -0.675 -1.189
C -4.145 0.588 -1.234
C -5.545 0.657 -1.284
C -6.167 1.886 -1.314
C -5.396 3.042 -1.302
C -4.022 2.893 -1.255
N -3.407 1.712 -1.217
H -2.805 -4.135 -1.236
H -0.723 -2.585 -1.108
H -6.127 -0.255 -1.293
H -7.249 1.946 -1.348
H -5.838 4.028 -1.330
H -3.369 3.759 -1.255
O 4.150 -4.300 -4.059
C 3.133 -3.647 -4.799
C 2.453 -2.610 -3.950
C 1.421 -1.852 -4.485
C 0.799 -0.902 -3.696
N 1.140 -0.679 -2.423
C 2.118 -1.420 -1.903
C 2.806 -2.388 -2.631
C 2.424 -1.207 -0.461
C 3.736 -1.179 -0.004
C 3.961 -0.982 1.348
C 5.345 -0.782 1.892
O 6.294 -1.500 1.111
C 2.862 -0.873 2.185
C 1.595 -0.898 1.632
N 1.367 -1.051 0.333
H 4.556 -4.965 -4.620
H 2.380 -4.365 -5.144
H 3.552 -3.154 -5.685
H 1.094 -1.990 -5.509
H -0.001 -0.288 -4.090
H 3.585 -2.972 -2.163
H 4.565 -1.269 -0.692
H 5.376 -1.108 2.938
H 5.558 0.292 1.869
H 7.158 -1.103 1.246
H 2.984 -0.717 3.251
H 0.722 -0.760 2.257
Se -2.877 1.222 1.975
Se -2.745 0.329 4.106
C -1.614 -1.182 3.689
C -0.645 -1.587 4.602
C 0.077 -2.732 4.305
C -0.174 -3.398 3.115
C -1.145 -2.889 2.264
N -1.867 -1.811 2.557
C -1.934 2.888 2.151
C -1.638 3.533 3.343
C -1.022 4.769 3.265
C -0.751 5.322 2.023
C -1.079 4.594 0.895
N -1.649 3.388 0.955
H -0.456 -1.015 5.500
H 0.843 -3.085 4.984
H 0.386 -4.281 2.837
H -1.361 -3.349 1.307
H -1.872 3.072 4.291
H -0.751 5.298 4.170
H -0.258 6.279 1.925
H -0.860 4.964 -0.100
O -1.023 1.584 -4.078
S -1.506 3.004 -4.119
N -1.307 3.851 -2.941
O 3.205 2.109 0.823
Cl 1.956 2.755 1.122
O 1.500 3.501 -0.042
O 2.100 3.629 2.249
O 0.939 1.751 1.404


2.
73
Properties=species:S:1:pos:R:3 method="wB97M-V/def2-TZVPD" max_force_ha_per_bohr=0.0732 smiles="Cc1ccc(Cc2c(C(F)(F)C(F)(F)C(F)(F)C(F)(F)C(F)(F)C(F)(F)C(F)(F)C(F)(F)F)ccc3nc([PH2]=S)cnc23)cc1.CCOC(C)=O" charge=0 homo_lumo_gap_ev=7.43 e_lumo_ev=-1.295 e_homo_ev=-8.724
C 6.357 3.458 -1.717
C 5.279 2.432 -1.259
C 5.557 1.158 -0.618
C 4.507 0.201 -0.240
C 3.119 0.523 -0.504
C 1.899 -0.402 -0.202
C 2.113 -1.889 -0.611
C 2.067 -2.965 0.333
C 1.812 -2.769 1.877
F 2.476 -1.679 2.394
F 2.390 -3.891 2.477
C 0.244 -2.722 2.123
F -0.271 -1.596 1.532
F -0.265 -3.798 1.401
C -0.202 -2.947 3.626
F -0.512 -4.288 3.750
F 0.850 -2.751 4.507
C -1.375 -2.029 4.139
F -1.097 -0.679 4.029
F -1.451 -2.251 5.511
C -2.814 -2.401 3.586
F -3.179 -3.551 4.277
F -2.807 -2.776 2.263
C -3.938 -1.342 3.913
F -3.926 -0.934 5.230
F -5.142 -2.018 3.769
C -4.010 -0.099 2.937
F -2.976 -0.004 2.042
F -5.174 -0.142 2.188
C -4.073 1.307 3.685
F -2.937 1.549 4.408
F -5.199 1.439 4.437
F -4.129 2.325 2.758
C 2.275 -4.384 -0.126
C 2.553 -4.633 -1.501
C 2.615 -3.543 -2.535
N 2.899 -3.936 -3.826
C 2.916 -2.833 -4.606
P 3.342 -3.122 -6.424
S 2.006 -4.195 -7.340
C 2.639 -1.438 -4.201
N 2.360 -1.107 -2.924
C 2.369 -2.182 -2.062
C 2.840 1.832 -1.124
C 3.869 2.780 -1.497
H 5.874 4.102 -2.507
H 7.188 2.920 -2.255
H 6.732 4.130 -0.907
H 6.636 0.926 -0.426
H 4.776 -0.778 0.229
H 1.573 -0.252 0.852
H 1.054 -0.020 -0.847
H 2.228 -5.265 0.549
H 2.721 -5.682 -1.824
H 4.549 -3.899 -6.379
H 3.688 -1.903 -7.071
H 2.670 -0.615 -4.956
H 1.776 2.100 -1.313
H 3.545 3.740 -1.955
C -6.609 5.180 -0.406
C -5.902 4.787 -1.687
O -4.556 5.277 -1.707
C -3.511 4.634 -1.152
C -3.772 3.487 -0.211
O -2.392 5.028 -1.349
H -6.125 4.746 0.470
H -7.650 4.851 -0.424
H -6.586 6.264 -0.276
H -5.930 3.711 -1.868
H -6.406 5.256 -2.534
H -3.787 3.861 0.813
H -2.963 2.764 -0.317
H -4.695 2.949 -0.416


3.
18
Properties=species:S:1:pos:R:3 method="wB97M-V/def2-TZVPD" max_force_ha_per_bohr=0.1277 charge=+1 homo_lumo_gap_ev="6.66 / 10.14" e_lumo_ev="-3.054 / -5.036" e_above_lowest_kcal_mol=23.9 e_homo_ev="-9.710 / -15.171" multiplicity=3
C -3.821 -0.251 -0.296
C 1.112 -0.094 0.067
C 1.012 2.339 0.036
C 1.243 -2.447 0.102
N -2.602 -0.112 -0.090
N -1.484 0.003 0.085
N 1.225 1.039 -0.546
O 1.347 -1.188 -0.558
H -4.531 -0.062 0.485
H -4.162 -0.532 -1.277
H 0.844 -0.098 1.124
H 0.543 2.239 1.012
H 1.965 2.862 0.138
H 0.367 2.930 -0.615
H 2.231 -2.911 0.096
H 0.554 -3.064 -0.472
H 0.883 -2.336 1.124
H 1.467 1.018 -1.533